# 1
A 3-piece molecular cluster, C3H11NO3S overall. Source: the Open Molecules 2025 dataset; level of theory: ωB97M-V with the def2-TZVPD basis set.

Geometry (Å):
1 S 2.08115 2.96058 -1.38527
2 O -3.01834 -3.15745 -1.11337
3 O -1.45064 -0.98982 1.35951
4 O -1.00561 -3.42033 0.32211
5 N 0.29531 0.49142 1.48696
6 C 0.77584 1.96218 -0.52693
7 C 1.31943 1.21530 0.73036
8 C -0.18854 -0.69478 0.80517
9 H -1.46585 -2.10606 0.95534
10 H -0.01538 2.62595 -0.38308
11 H -2.31100 -3.23905 -0.35483
12 H -2.65025 -2.30851 -1.39769
13 H 0.45974 1.22356 -1.34003
14 H 2.02558 0.51563 0.37201
15 H -0.58182 1.03726 1.66367
16 H -0.31287 -0.43491 -0.34453
17 H 0.49591 -1.56078 1.03616
18 H -0.43226 -2.99686 -0.29959
19 H 1.77887 2.07924 1.25052

Atoms 1-6, force components in eV/Å:
S -0.618 -0.612 0.445
O 0.259 0.855 0.292
O 0.893 -2.459 -1.719
O -0.737 0.805 1.579
N -0.324 1.248 0.210
C 1.894 -1.700 -2.069

Summary:
ΔE to the lowest compared entry with this formula, charge and spin: 31.8 kcal per mole
2S+1: 2
E_HOMO (alpha / beta): -4.901 / -4.900 eV
electronic energy: -21755.7026 eV
LUMO level (alpha / beta): 2.75 / 0.30 eV
expectation value of S²: 0.753
charge: -1



# 2
C3H11NO3S as an isolated structure. Source: the Open Molecules 2025 dataset; level of theory: ωB97M-V with the def2-TZVPD basis set.

Geometry (Å):
1 S -1.55765 -0.30550 2.56821
2 O -0.20477 -1.54254 -1.57547
3 O -1.66925 0.33661 -1.82414
4 O 2.18549 -0.30188 0.90251
5 N 0.75068 1.48130 1.41859
6 C 1.91550 0.77386 1.45519
7 C -0.21956 0.84141 0.54503
8 C -0.70079 -0.63710 1.01515
9 H -2.11952 0.62999 -2.63051
10 H 2.74506 1.30145 1.95940
11 H 0.27560 0.63285 -0.40969
12 H -1.32561 -0.96040 0.18280
13 H -1.10363 1.44572 0.37863
14 H 0.20831 -1.24035 1.01344
15 H 2.02807 0.45781 -1.68297
16 H -2.00908 -1.52234 2.88476
17 H 1.99046 1.13617 -1.97721
18 H -0.98198 -0.64831 -1.69415
19 H -0.20733 -1.87875 -2.52954

Atoms 1-6, force components in eV/Å:
S 0.613 0.307 -0.016
O -0.437 -0.303 -2.115
O -0.217 0.915 0.586
O -0.962 1.395 0.596
N -3.175 -1.363 -2.125
C 3.061 -1.240 -0.499

Summary:
ΔE to the lowest compared entry with this formula, charge and spin: 213.4 kcal per mole
E_HOMO: -8.966 eV
electronic energy: -21748.6911 eV
LUMO level: -5.20 eV